Entry 1:
Formula: C40H80O30
Source: the OMol25 dataset
Level of theory: wB97M-V/def2-TZVPD

Atoms and positions in Å:
C 5.1022 -2.0932 -5.3004
C 4.7464 -0.7779 -4.5971
O 5.0019 -0.7680 -3.1696
C 6.1333 -0.3932 -2.6423
O 7.0715 0.1532 -3.2078
O 6.1286 -0.8784 -1.3912
C 7.1445 -0.6727 -0.4808
H 6.0096 -1.9382 -5.8843
H 4.2617 -2.4290 -5.9077
H 5.2451 -2.7690 -4.4573
H 3.7344 -0.4156 -4.7776
H 5.2479 -0.0272 -5.2079
H 6.8306 -0.8216 0.5524
H 7.7983 0.1943 -0.5759
H 7.7500 -1.4677 -0.9159
C -5.5111 -0.6877 4.6723
C -5.7147 -2.2599 4.4446
O -7.0508 -2.2763 3.9361
C -7.6579 -3.4480 3.9474
O -7.2259 -4.5168 4.4199
O -8.9218 -3.3042 3.3947
C -9.6669 -4.3295 3.0242
H -6.3449 -0.3668 5.2967
H -5.5137 -0.2008 3.6971
H -4.5171 -0.5686 5.1032
H -5.7595 -2.6247 5.4708
H -4.8759 -2.5927 3.8333
H -10.5204 -3.9679 2.4506
H -9.7655 -4.7192 4.0374
H -9.0413 -5.0097 2.4462
C 2.9890 -12.8520 -1.2437
C 2.5910 -12.0948 0.0080
O 1.6929 -11.0145 -0.3290
C 1.1806 -10.3075 0.6324
O 1.3926 -10.4465 1.8403
O 0.6118 -9.2361 -0.0015
C 0.0902 -8.2373 0.8352
H 2.3269 -13.6402 -1.6021
H 3.9375 -13.3555 -1.0568
H 2.9730 -12.0897 -2.0227
H 3.5013 -11.5447 0.2467
H 2.1895 -12.7616 0.7710
H 0.9448 -7.8369 1.3805
H -0.7152 -8.5625 1.4937
H -0.3602 -7.4389 0.2455
C -1.3076 12.8053 8.3862
C -2.1465 11.5877 8.8427
O -2.5163 10.7840 7.7625
C -1.7637 9.8376 7.2278
O -0.5884 9.5856 7.4803
O -2.4395 9.2017 6.2463
C -1.7895 8.3902 5.2772
H -1.7831 13.3395 7.5637
H -0.3812 12.5495 7.8719
H -1.2351 13.5015 9.2219
H -3.1410 11.8896 9.1712
H -1.5503 10.9219 9.4667
H -1.2810 8.9543 4.4953
H -2.5366 7.7521 4.8052
H -1.1558 7.7162 5.8536
C -7.2440 -1.2721 -3.1298
C -7.8368 -2.6072 -3.1209
O -7.0646 -3.6094 -3.7429
C -6.1239 -4.3125 -3.0386
O -6.1455 -4.2781 -1.8076
O -5.4180 -5.1334 -3.8295
C -5.1412 -6.5002 -3.4586
H -6.5298 -1.1071 -2.3231
H -7.9447 -0.4385 -3.1780
H -6.7840 -1.0739 -4.0979
H -8.8120 -2.5812 -3.6073
H -8.0171 -2.8590 -2.0759
H -4.7078 -6.5192 -2.4586
H -4.4013 -6.8653 -4.1709
H -5.9788 -7.1952 -3.4001
C -3.1922 -4.2729 -9.0046
C -3.9082 -5.3237 -9.7513
O -3.0271 -6.2866 -10.1564
C -3.3777 -7.5478 -10.6353
O -4.4329 -8.0768 -10.3425
O -2.5516 -7.9266 -11.5607
C -2.7945 -8.9747 -12.5694
H -2.7718 -4.6918 -8.0903
H -3.8389 -3.4980 -8.5930
H -2.3232 -3.8535 -9.5115
H -4.3629 -4.9578 -10.6719
H -4.6759 -5.7888 -9.1329
H -3.3387 -8.4813 -13.3747
H -3.3975 -9.7449 -12.0885
H -1.8864 -9.4403 -12.9524
C -0.9074 2.4456 -9.7798
C 0.5275 2.8217 -9.3425
O 1.5800 2.7763 -10.2998
C 2.1960 1.6127 -10.6696
O 1.8476 0.4479 -10.4293
O 3.3758 1.8915 -11.1596
C 4.3682 1.0656 -11.8291
H -1.0428 3.0420 -10.6821
H -1.5805 2.4773 -8.9231
H -1.0312 1.4058 -10.0822
H 0.7299 2.0968 -8.5541
H 0.4670 3.8144 -8.8964
H 4.2485 0.1624 -11.2308
H 5.3713 1.4422 -11.6288
H 4.1980 0.9527 -12.8998
C -1.2497 1.0608 -2.0982
C -0.9995 0.5423 -0.6957
O 0.1745 1.0647 -0.1552
C 0.1637 2.2972 0.3736
O -0.8031 2.9988 0.5742
O 1.4643 2.5664 0.5417
C 1.9415 3.8755 0.6578
H -0.4948 0.7406 -2.8164
H -1.2828 2.1497 -2.1349
H -2.1447 0.5826 -2.4963
H -0.9906 -0.5443 -0.7811
H -1.8940 0.8442 -0.1509
H 1.1638 4.6391 0.6678
H 2.6580 4.0750 -0.1391
H 2.4481 3.8425 1.6223
C 4.3094 0.3390 7.0526
C 4.2325 -1.1437 7.3621
O 3.2122 -1.5557 8.2412
C 1.9920 -1.8439 7.8707
O 1.4760 -1.6420 6.7696
O 1.4943 -2.5013 8.9458
C 0.1441 -2.7883 8.9765
H 5.2056 0.7089 6.5543
H 4.3885 0.9157 7.9741
H 3.4087 0.5561 6.4783
H 5.2062 -1.4446 7.7488
H 4.1886 -1.7189 6.4373
H -0.0572 -3.4039 9.8532
H -0.2337 -3.2641 8.0715
H -0.4930 -1.9107 9.0861
C 7.9664 13.7173 9.6943
C 7.4278 13.4481 8.2978
O 6.5296 12.3972 8.3928
C 6.8632 11.1398 8.1464
O 7.9848 10.6572 7.9213
O 5.7236 10.3727 8.3496
C 5.8025 8.9904 8.1242
H 8.3015 12.7427 10.0492
H 7.1847 14.0310 10.3862
H 8.7652 14.4578 9.7351
H 8.2655 13.2609 7.6260
H 6.8293 14.3170 8.0240
H 6.1348 8.8921 7.0908
H 4.9020 8.3801 8.1931
H 6.5228 8.4996 8.7788

Forces on the atoms, in the same order (eV/Å):
-0.471 0.436 1.277
0.189 1.128 -1.393
-1.668 -0.280 -1.340
2.597 0.023 -0.361
-1.248 -0.408 0.968
-3.213 1.480 -0.794
2.648 -1.105 -0.750
-0.107 -0.444 0.078
0.236 -0.099 -0.067
0.237 -0.595 -0.462
-0.394 -0.748 0.791
0.835 0.533 1.019
-0.240 -0.129 -0.396
-0.742 0.583 -0.238
1.334 -0.375 1.662
0.227 -2.038 -0.761
-0.026 3.658 1.876
-0.063 -0.882 -0.913
-1.189 -3.125 0.457
-1.083 2.796 -1.453
5.124 6.094 0.620
-0.225 -3.284 0.666
0.377 0.329 0.020
-0.179 0.170 0.126
-0.206 0.321 0.317
0.423 -0.832 -0.386
-0.734 -0.756 -0.251
-0.104 -0.257 0.463
-1.905 -1.751 -0.491
-0.430 -0.445 -0.299
-0.858 0.055 -0.317
0.558 0.166 -0.385
-0.318 -1.759 -1.147
1.217 1.792 1.926
-1.136 0.259 -2.298
-0.478 -1.388 0.283
0.029 0.913 0.669
-0.424 0.085 0.372
0.209 0.436 -0.290
0.783 -0.237 -0.290
0.025 -0.419 1.019
0.115 0.511 0.272
-0.380 0.220 0.439
0.320 -0.412 0.192
0.336 -0.220 -0.442
-0.791 -0.240 -0.512
1.325 0.507 -0.493
-1.258 -1.428 -2.301
2.580 -0.674 -0.926
-1.683 0.557 0.219
-1.367 1.303 0.378
0.317 -0.886 0.923
-0.757 0.074 0.207
0.408 -0.339 0.919
0.529 -0.066 -0.088
0.477 0.111 0.881
-0.268 0.474 0.816
0.182 0.152 0.363
-0.277 0.363 0.133
0.586 0.086 -0.522
1.182 1.957 -1.095
-1.429 -0.528 1.512
1.895 -0.955 -1.211
-2.455 -0.309 2.679
1.073 -0.293 -2.145
-0.814 0.457 -0.574
0.823 0.243 1.113
0.041 0.031 -0.149
-0.550 -0.283 0.781
0.676 -0.335 -0.057
0.182 -0.384 -0.316
-0.085 -0.460 -0.034
0.187 0.113 -0.010
-0.214 0.181 0.003
-0.504 0.571 -0.498
1.010 0.532 1.485
-2.308 -0.083 -0.221
3.285 -3.431 -1.384
-3.345 1.797 0.422
1.087 0.056 0.012
2.473 -0.234 -1.150
-1.222 0.375 1.320
0.106 -0.375 0.059
-0.196 0.151 -0.593
-0.319 0.159 -0.363
-0.413 0.418 0.092
-0.290 0.169 0.046
0.001 -0.214 0.027
-0.144 0.032 -0.239
0.272 0.649 0.496
1.385 -0.460 -1.060
-1.220 -1.960 1.309
0.499 -0.391 -1.098
-0.376 -2.970 1.794
-0.287 2.551 -0.495
1.092 3.061 -1.378
-1.300 -1.068 1.820
-1.207 0.274 0.315
-0.143 1.053 -0.245
0.630 -0.142 -0.195
0.594 0.164 0.239
0.591 0.060 -0.400
0.445 -0.746 -0.863
-0.405 0.542 0.018
-0.296 0.031 0.246
0.486 -0.221 -0.733
-1.934 0.283 -1.187
0.472 -0.326 0.571
-0.164 0.146 -0.758
1.050 -0.498 -0.061
-0.748 -0.673 -0.416
0.285 0.588 1.005
0.433 0.018 0.201
-0.360 -0.056 0.025
-0.384 0.407 0.190
0.602 0.038 0.645
0.239 -0.108 0.626
-0.127 -0.199 -0.022
-0.078 -0.099 -0.009
0.227 0.698 -0.077
-0.748 0.217 0.540
1.646 -0.116 -1.598
1.249 0.633 0.891
-0.918 -0.513 -1.790
0.693 -0.385 2.479
0.690 0.725 -0.643
-2.111 -0.201 -0.096
0.006 -0.799 -0.577
-0.694 -0.008 0.224
0.138 0.673 0.085
-0.327 -0.238 0.813
-0.509 0.048 -0.175
0.267 -0.144 -0.186
0.342 -0.311 -0.045
0.271 0.418 0.076
-0.004 -0.539 0.327
1.110 1.637 0.883
-1.472 -1.612 -0.605
1.389 -2.658 0.682
-2.779 1.615 0.169
0.167 1.902 0.306
1.529 -1.048 -1.162
0.478 0.162 0.268
-0.150 0.084 -0.176
0.053 -0.152 -0.177
-0.312 -0.132 -0.262
0.136 -0.143 -0.616
0.247 -0.488 -0.002
-0.623 1.147 0.357
0.227 0.230 0.009

- energy above the lowest of the compared OMol25 structures with the same formula, charge and spin (kcal/mol) = 199.1
- frontier orbital gap (eV) = 10.8
- total charge = 0
- HOMO energy (eV) = -10.5
- LUMO (eV) = 0.3
- SMILES = CCOC(=O)OC.CCOC(=O)OC.CCOC(=O)OC.CCOC(=O)OC.CCOC(=O)OC.CCOC(=O)OC.CCOC(=O)OC.CCOC(=O)OC.CCOC(=O)OC.CCOC(=O)OC


Entry 2:
Formula: C19H43Cl3OPtSi4Te
Source: the OMol25 dataset
Level of theory: wB97M-V/def2-TZVPD

Atoms and positions in Å:
C -0.6388 0.7692 -4.5933
C -1.4665 -0.3667 -4.4427
C -0.6430 -1.4929 -4.2156
C -2.9430 -0.3838 -4.5534
C 0.7265 -1.0618 -4.2449
C 0.7311 0.3484 -4.4808
C 1.9284 1.1994 -4.6961
C -1.1195 2.1243 -4.9503
C -1.1262 -2.8900 -4.1153
C 1.9180 -1.9457 -4.1836
Pt -0.0858 -0.0215 -2.3799
Cl -2.2562 0.1278 -1.4443
Cl 0.0121 2.3386 -2.0164
Cl -0.0118 -2.1708 -1.2488
H -3.3789 0.5601 -4.2432
H -3.3814 -1.1666 -3.9432
H -3.2305 -0.5638 -5.5914
H -1.9865 -2.9702 -3.4573
H -0.3606 -3.5563 -3.7369
H -1.4254 -3.2382 -5.1060
H 1.7685 -2.7673 -3.4896
H 2.8005 -1.3987 -3.8667
H 2.1220 -2.3664 -5.1696
H 2.7839 0.8271 -4.1418
H 1.7515 2.2188 -4.3696
H 2.1901 1.2164 -5.7556
H -1.9867 2.4091 -4.3618
H -1.4066 2.1366 -6.0038
H -0.3571 2.8776 -4.7960
O 2.7290 4.2724 -2.0395
H 3.6832 4.2683 -1.8592
C 3.5687 0.2742 2.7623
Si 1.9259 1.0913 3.1670
C 1.8452 1.1406 5.0237
C 2.0078 2.8544 2.5392
Si 0.2037 0.0381 2.1177
Te 1.5081 0.3025 -0.0592
Si 0.0566 -2.1465 2.7653
C -0.0223 -2.3216 4.6240
C -1.4594 -3.0235 2.1048
C 1.5363 -3.1056 2.1642
Si -1.7769 1.0953 2.6678
C -2.0150 1.1430 4.5241
C -1.8612 2.8542 2.0555
C -3.3407 0.2638 2.0618
H 4.3830 0.8395 3.2571
H 3.7742 0.2710 1.6750
H 3.5728 -0.7655 3.1383
H 2.7439 1.6757 5.3923
H 0.9488 1.6851 5.3606
H 1.8508 0.1128 5.4288
H 2.0724 2.8727 1.4322
H 1.1070 3.4056 2.8596
H 2.8998 3.3579 2.9602
H -0.9207 -1.8146 5.0209
H -0.0802 -3.3980 4.8857
H 0.8871 -1.8931 5.0824
H -1.5071 -2.9622 1.0018
H -1.4199 -4.0891 2.4117
H -2.3716 -2.5885 2.5445
H 1.5809 -3.0669 1.0582
H 2.4626 -2.6834 2.5929
H 1.4332 -4.1616 2.4894
H -1.2014 1.7091 5.0053
H -2.9751 1.6472 4.7580
H -2.0543 0.1157 4.9321
H -1.7825 2.8716 0.9511
H -2.8377 3.2862 2.3623
H -1.0594 3.4606 2.5092
H -3.3592 0.1830 0.9656
H -3.4518 -0.7334 2.5185
H -4.2110 0.8710 2.3879

Forces on the atoms, in the same order (eV/Å):
0.187 -0.269 -0.676
0.271 -0.103 -0.440
0.088 0.098 -0.677
-0.121 -0.022 -0.101
-0.045 0.356 -0.201
-0.032 -0.352 -0.251
-0.019 0.096 -0.128
-0.008 0.103 -0.087
-0.048 -0.100 -0.077
0.070 -0.108 -0.123
0.427 -0.015 0.898
-1.790 0.115 1.097
0.177 1.178 0.395
0.292 -1.506 0.689
-0.026 0.114 0.103
-0.038 -0.079 0.143
-0.126 -0.031 -0.204
-0.111 0.018 0.152
0.123 -0.078 0.091
-0.092 -0.132 -0.160
-0.060 -0.083 0.152
0.111 0.099 0.050
0.113 -0.123 -0.151
0.121 0.006 0.095
0.071 0.180 0.212
0.097 0.031 -0.179
-0.098 0.024 0.152
-0.088 0.052 -0.196
0.130 0.097 0.091
0.480 0.030 0.040
-0.203 0.036 -0.051
0.526 -0.209 -0.052
0.670 0.481 -0.146
0.160 0.082 0.702
-0.003 0.218 -0.069
0.048 0.186 -0.606
-0.551 0.098 -0.676
-0.154 -0.826 -0.522
0.040 -0.004 0.591
-0.362 -0.211 -0.081
0.435 -0.284 -0.094
-0.954 0.401 -0.631
0.133 -0.041 0.644
0.001 0.384 -0.077
-0.384 -0.237 -0.002
-0.283 -0.269 -0.091
-0.087 -0.069 0.678
0.166 0.349 -0.178
-0.409 -0.245 -0.024
0.312 -0.286 0.068
-0.085 0.488 0.036
-0.036 0.238 0.549
0.366 -0.056 -0.212
-0.356 -0.133 -0.226
0.457 -0.199 0.004
0.022 0.482 -0.079
-0.455 -0.167 0.007
-0.047 0.020 0.479
0.007 0.405 -0.168
0.203 -0.170 -0.268
0.047 -0.028 0.516
-0.232 -0.268 -0.271
0.142 0.426 -0.178
-0.303 -0.277 0.050
0.431 -0.239 -0.161
0.064 0.498 0.010
0.058 0.126 0.488
0.449 -0.179 -0.199
-0.282 -0.070 -0.357
0.032 -0.106 0.277
-0.037 0.246 -0.272
0.394 -0.190 -0.119

- energy above the lowest of the compared OMol25 structures with the same formula, charge and spin (kcal/mol) = 3.2
- frontier orbital gap (spin up / spin down) (eV) = 4.4 / 3.8
- multiplicity = 5
- expectation value of S² = 6.02
- total charge = -2
- HOMO energy (spin up / spin down) (eV) = -0.2 / -0.1
- LUMO (spin up / spin down) (eV) = 4.2 / 3.7


In the order shown, the computed E_tot values come out to -104195.9074; -102067.7942 eV.